Entry from the OMol25 dataset: a cluster of 6 separate species, C29H28N5O6P in total in a non-equilibrium geometry (wB97M-V/def2-TZVPD).

Computed properties:
structure (SMILES): O=C1C=C(P(=O)(O)O)C(=O)O1.c1ccncc1.c1ccncc1.c1ccncc1.c1ccncc1.c1ccncc1
highest occupied orbital energy: -0.3373 Ha
LUMO: -1.5 eV
E_tot: -59550.07406 eV
gap between HOMO and LUMO: 7.69 eV

CARTESIAN COORDINATES (ANGSTROEM)
1 O 1.379 -0.717 -0.059
2 C 1.114 0.453 -0.274
3 C -0.138 0.969 0.521
4 C -0.990 1.347 -0.565
5 P -2.827 1.678 -0.379
6 O -3.215 1.292 1.029
7 O -3.513 0.456 -1.333
8 O -3.463 3.081 -0.973
9 C -0.023 1.468 -1.796
10 O -0.117 2.247 -2.735
11 O 1.342 1.101 -1.511
12 H -0.337 0.882 1.622
13 H -2.913 -0.318 -1.351
14 H -2.763 3.762 -1.035
15 N -4.694 2.922 -5.138
16 C -4.775 2.885 -3.800
17 C -5.945 3.110 -3.092
18 C -7.100 3.393 -3.806
19 C -7.043 3.439 -5.191
20 C -5.825 3.196 -5.805
21 H -3.848 2.663 -3.287
22 H -5.953 3.065 -2.010
23 H -8.035 3.576 -3.288
24 H -7.924 3.658 -5.780
25 H -5.730 3.217 -6.885
26 N 3.254 0.513 2.761
27 C 3.643 -0.529 2.011
28 C 4.907 -1.096 2.074
29 C 5.825 -0.554 2.961
30 C 5.449 0.525 3.748
31 C 4.161 1.017 3.612
32 H 2.890 -0.913 1.332
33 H 5.165 -1.938 1.445
34 H 6.825 -0.968 3.040
35 H 6.140 0.973 4.450
36 H 3.818 1.857 4.208
37 N 9.258 -1.145 3.381
38 C 9.648 -2.186 2.631
39 C 10.911 -2.753 2.695
40 C 11.828 -2.212 3.582
41 C 11.452 -1.133 4.368
42 C 10.164 -0.642 4.232
43 H 8.896 -2.573 1.950
44 H 11.169 -3.595 2.066
45 H 12.827 -2.626 3.660
46 H 12.142 -0.685 5.071
47 H 9.821 0.198 4.827
48 N -7.160 -1.143 2.482
49 C -6.018 -0.541 2.117
50 C -5.127 0.030 3.012
51 C -5.434 -0.019 4.364
52 C -6.610 -0.634 4.768
53 C -7.432 -1.178 3.794
54 H -5.824 -0.525 1.050
55 H -4.219 0.501 2.660
56 H -4.764 0.418 5.095
57 H -6.882 -0.690 5.814
58 H -8.361 -1.673 4.061
59 N -2.365 -1.437 -3.688
60 C -2.066 -2.706 -3.371
61 C -1.515 -3.613 -4.261
62 C -1.261 -3.189 -5.557
63 C -1.563 -1.883 -5.911
64 C -2.108 -1.052 -4.947
65 H -2.286 -2.992 -2.348
66 H -1.291 -4.626 -3.949
67 H -0.832 -3.870 -6.283
68 H -1.379 -1.518 -6.913
69 H -2.358 -0.020 -5.174